Here is a cluster of 5 separate species, C11H10Cl16O2S in total at a distorted geometry from the OMol25 dataset. Energies are from wB97M-V/def2-TZVPD.

net charge: 0
molecular weight: 773.5 g/mol
HOMO energy: -8.986 eV
E_LUMO: -0.0941 eV
energy: -226852.923 eV
structure (SMILES): C#CCCC[C@H](S)OC=O.ClC(Cl)(Cl)Cl.ClC(Cl)(Cl)Cl.ClC(Cl)(Cl)Cl.ClC(Cl)(Cl)Cl

Last column: Mulliken charge in e.
Element x y z (Å)
C (-0.86, 1.61, -2.81)  -0.14
C (-0.20, 0.59, -2.95)  -0.32
C (0.49, -0.80, -3.10)  -0.48
C (1.11, -1.38, -1.74)  -0.61
C (0.40, -0.87, -0.42)  -0.19
C (1.16, 0.32, 0.34)  0.17
S (-0.08, 1.66, 0.71)  -0.12
O (2.36, 0.78, -0.32)  -0.05
C (2.80, 2.02, 0.19)  -0.13
O (2.97, 2.31, 1.36)  -0.23
H (-1.09, 2.68, -2.54)  0.34
H (-0.30, -1.54, -3.46)  0.26
H (1.29, -0.81, -3.91)  0.32
H (2.22, -1.26, -1.77)  0.20
H (0.92, -2.51, -1.78)  0.34
H (-0.68, -0.56, -0.55)  0.10
H (0.37, -1.75, 0.30)  0.20
H (1.48, -0.09, 1.36)  0.13
H (-1.24, 0.98, 1.06)  0.00
H (3.08, 2.80, -0.59)  0.31
Cl (-3.39, -1.61, -0.64)  -0.09
C (-3.30, -2.06, 1.07)  0.40
Cl (-2.10, -3.35, 1.28)  -0.10
Cl (-2.81, -0.64, 2.03)  -0.09
Cl (-4.89, -2.62, 1.62)  -0.11
Cl (5.02, -0.47, 0.10)  -0.09
C (5.11, -0.90, 1.82)  0.34
Cl (6.29, -2.21, 2.05)  -0.10
Cl (5.62, 0.53, 2.73)  -0.08
Cl (3.52, -1.43, 2.38)  -0.09
Cl (0.34, 2.91, 5.00)  -0.10
C (1.81, 3.84, 4.68)  0.26
Cl (1.46, 5.10, 3.47)  -0.10
Cl (2.36, 4.61, 6.18)  -0.11
Cl (3.07, 2.76, 4.07)  0.00
Cl (-6.17, -2.84, -4.63)  -0.10
C (-6.85, -1.71, -3.44)  0.31
Cl (-8.62, -1.83, -3.46)  -0.10
Cl (-6.25, -2.13, -1.82)  -0.03
Cl (-6.36, -0.06, -3.84)  -0.10